Computed, not measured: a molecular structure, C7H15F2HgN2O9S2 in a non-equilibrium geometry, with ωB97M-V with the def2-TZVPD basis set.

For the total energy, the calculation gives -2211.68961 Eh. The calculation puts the energy above the lowest of the compared OMol25 structures with the same formula, charge and spin at 372.7 kJ/mol. The value obtained for the gap between HOMO and LUMO is 3.502 eV. Its charge is -1.

The geometry in XYZ format:
```
38
Properties=species:S:1:pos:R:3:nbo_charge:R:1
S 10.56002 14.02987 -20.39496 2.32
H 9.99462 16.57905 -28.41579 0.35
H 11.84789 14.51888 -28.26342 0.20
H 7.63767 14.60062 -24.28696 0.19
C 10.64338 21.23232 -24.08841 0.87
O 11.59777 14.19660 -19.37880 -0.88
F 10.23200 15.59551 -20.74852 -0.53
O 9.22852 13.63927 -19.97333 -0.90
H 6.70617 15.92701 -25.22737 0.17
H 14.38391 15.52508 -25.06431 0.21
H 14.71776 15.32878 -26.74265 0.15
H 10.04006 13.91282 -27.70171 0.19
H 7.35062 15.20951 -27.69330 0.16
Hg 10.67716 16.86306 -24.84751 0.30
C 14.20673 15.98382 -26.03705 -0.23
C 12.60288 16.47514 -27.72355 -0.07
O 11.95748 11.68580 -20.75558 -0.94
H 14.59429 17.00259 -26.03956 0.16
O 10.58872 22.44772 -24.10778 -0.50
H 13.40620 16.30050 -28.43929 0.17
N 10.31602 15.89218 -27.74870 -0.60
O 9.86887 11.38112 -22.08497 -0.92
O 8.41622 15.71522 -25.87077 -0.58
C 7.61441 15.60017 -24.72107 -0.26
H 12.34200 17.53335 -27.70740 0.19
S 11.12847 12.09383 -21.87509 2.38
O 11.64248 20.59450 -23.99638 -0.36
H 7.77155 13.96692 -26.46775 0.19
F 12.12113 11.79126 -23.03493 -0.50
C 9.39369 14.75841 -27.93679 -0.24
H 9.07819 14.58923 -28.96632 0.16
N 10.99343 13.72897 -22.11450 -1.02
H 11.40434 15.72131 -29.47063 0.17
H 7.79719 16.38878 -23.99115 0.21
O 12.88665 16.02434 -26.38503 -0.56
C 11.54761 15.55741 -28.40259 -0.24
O 9.65722 20.48377 -24.21291 -0.34
C 8.11816 14.84694 -27.00953 -0.07
```